(1)
Computed, not measured: an isolated molecule of C19H16Cl3N3O, with ωB97M-V/def2-TZVPD.

Last column: Löwdin charge in e.
Element x y z (Å)
1 Cl 0.5144 4.6133 0.4892  0.69
2 C 3.2616 -1.0739 0.2912  -0.20
3 H 3.9562 -3.0869 0.3640  0.11
4 C -0.8691 0.8955 0.7882  -0.02
5 H -3.4316 0.0350 1.7794  0.08
6 N -2.1766 -0.5028 -0.7155  0.00
7 H 5.0890 1.6650 1.0164  0.11
8 C 3.5662 0.2670 0.4920  -0.05
9 H 2.8074 1.0243 0.3736  0.08
10 Cl -5.6019 -0.6400 1.1998  0.60
11 C -0.3112 3.1338 0.1595  -0.68
12 C 5.8207 -0.3463 1.0532  -0.09
13 C -0.6472 -3.8786 0.2939  -0.01
14 C -1.3578 -1.3387 -1.5980  -0.07
15 H 0.3589 2.1964 1.9652  0.11
16 C -0.2222 2.0855 1.0631  -0.10
17 O -3.6142 -2.1794 -0.2585  0.04
18 H -2.2528 1.6935 -2.1927  0.13
19 C -3.2496 -1.0399 -0.0855  -0.52
20 H -1.1085 3.8294 -1.7016  0.11
21 H 6.8201 -0.0599 1.3438  0.10
22 H -0.2996 -4.3375 1.2145  0.08
23 C 1.0767 -0.8853 -0.9106  -0.59
24 C 4.2278 -2.0521 0.4986  -0.01
25 H -4.0553 0.9266 0.3661  0.08
26 Cl 1.4259 0.5140 -1.8273  0.82
27 C -0.0654 -1.6628 -0.9317  -0.17
28 C -3.9678 -0.0541 0.8336  -0.49
29 C -1.0484 3.0057 -1.0081  -0.10
30 C -1.6031 0.7521 -0.3849  -0.28
31 H -0.7899 0.0650 1.4739  0.13
32 H 6.2549 -2.4431 1.0374  0.10
33 C 0.2296 -2.7330 -0.0546  -0.28
34 C 5.5040 -1.6840 0.8794  -0.08
35 H -1.1799 -0.7910 -2.5276  0.13
36 N 1.9698 -1.4811 -0.0814  -0.09
37 H -1.6791 -3.5538 0.4056  0.06
38 H -0.6134 -4.6253 -0.4991  0.09
39 C -1.6890 1.8112 -1.2799  -0.02
40 N 1.4499 -2.6060 0.4271  0.15
41 C 4.8502 0.6231 0.8645  -0.08
42 H -1.9316 -2.2444 -1.7992  0.13

LUMO level, eV: 0.459
Relative energy (zero: lowest compared OMol25 entry of this formula, charge and spin), kcal per mole: 0.0
Charge: 0
2S+1: 1
DFT total energy, eV: -64048.411
SMILES string: Cc1nn(-c2ccccc2)c(Cl)c1CN(C(=O)CCl)c1ccc(Cl)cc1
E_HOMO, eV: -8.813



(2)
Computed, not measured: a cluster of 13 separate species, C13H52O13 in total at a distorted geometry, with ωB97M-V/def2-TZVPD.

Last column: Löwdin charge in e.
Element x y z (Å)
1 H 2.6985 3.7662 -2.1285  0.08
2 H -0.0557 1.7311 -0.8590  0.01
3 H -1.3764 -2.7996 1.1061  0.07
4 H -1.1574 -0.3444 -0.6924  0.07
5 C 3.0459 1.3419 1.3179  -0.17
6 H 0.2952 4.7451 -3.1839  0.08
7 H -3.5363 2.6851 -2.5961  0.07
8 O -3.3295 -1.0357 1.5336  -0.13
9 O 4.4500 -1.7865 -2.1854  -0.10
10 H 4.5345 -2.7337 -2.3162  0.08
11 H 3.1311 -0.4263 -1.5293  0.07
12 C -0.0545 3.9128 -3.7946  -0.20
13 C -4.3587 -1.4756 2.3869  -0.16
14 H -2.0544 3.7093 3.7375  0.07
15 H -1.7871 -5.6812 1.2394  0.09
16 O 4.4810 2.8873 -2.6437  -0.10
17 H -4.3108 -2.5504 2.5619  0.07
18 H -1.5940 3.8874 -0.8920  0.09
19 C 0.1141 -1.5896 3.7446  -0.17
20 H 2.3619 -1.6704 -2.4823  0.08
21 H -0.2559 0.3396 0.7315  0.07
22 H -3.5253 2.1007 3.1497  0.08
23 C 3.1045 2.9985 -2.7872  -0.19
24 C -1.8791 -3.7029 1.4518  -0.10
25 O 3.5531 2.0012 2.4371  -0.10
26 H 0.8010 3.6032 0.5822  0.08
27 C 3.1679 -3.3996 1.4813  -0.12
28 H 2.7053 2.0448 -2.4420  0.06
29 H -2.8470 1.2366 -3.3384  0.08
30 H 0.2007 5.0664 -0.4405  0.09
31 H -1.8567 -3.7601 2.5401  0.08
32 H 0.4671 -0.9374 2.9458  0.07
33 H -0.5332 -2.9428 -2.6001  0.08
34 O 0.4130 0.9208 -1.0718  -0.14
35 H -0.1336 -4.7201 -2.8680  0.08
36 H 2.6923 3.1552 -3.7840  0.07
37 H -0.5489 4.4979 1.0762  0.07
38 H 0.0954 -0.9682 4.6400  0.08
39 H 0.3763 -1.0046 -0.2645  0.06
40 H 2.8104 2.3564 2.9309  0.07
41 C -3.4202 1.6066 -2.4883  -0.20
42 H 0.4372 4.7438 -5.4542  0.08
43 H -2.1273 1.2563 2.5706  0.06
44 H 3.2761 -4.0843 2.3225  0.08
45 H -2.6638 1.0659 4.2303  0.07
46 H 1.1403 -3.0162 3.0418  0.02
47 H -5.1585 1.1987 -3.0947  0.08
48 C 3.1508 -1.4933 -1.7513  -0.16
49 H 2.0317 1.6826 1.1095  0.05
50 H 0.2648 3.0068 -3.2795  0.07
51 H 3.7402 -2.5510 1.8560  0.08
52 O 0.3678 -3.8989 -1.0378  -0.16
53 H 2.8601 -2.0556 -0.8639  0.05
54 H 3.6660 -3.7729 0.5865  0.08
55 O -0.8587 3.3464 -0.5950  -0.15
56 O -4.6580 1.0207 -2.2950  -0.10
57 H -4.3876 -1.0609 3.3945  0.08
58 H 4.7300 2.0007 -2.9149  0.08
59 H -1.1421 3.9640 -3.8463  0.07
60 O 1.0423 -2.6333 3.9167  -0.12
61 O -1.6010 2.8635 3.7108  -0.12
62 C -0.0194 4.1932 0.1735  -0.11
63 O 0.4917 3.8692 -5.0621  -0.10
64 O -1.2145 -4.9449 1.0122  -0.14
65 H -0.1332 -4.2474 -0.2968  0.01
66 H 1.4536 -3.4036 0.4870  0.03
67 H -3.5330 -1.2607 0.6228  0.08
68 H -5.3297 -1.1519 2.0122  0.08
69 H 3.5577 1.7618 0.4519  0.08
70 H -2.8843 -3.8034 1.0426  0.08
71 H -0.9227 -1.8874 3.5882  0.06
72 C -0.4701 -3.9460 -2.1784  -0.12
73 C -2.5181 1.7954 3.4336  -0.16
74 C -0.1878 -0.0721 -0.2755  -0.15
75 H -1.4529 -4.1836 -1.7712  0.08
76 H 3.1258 0.2553 1.2881  0.08
77 O 1.7854 -3.0430 1.3125  -0.15
78 H -2.7442 1.4206 -1.6537  0.06

LUMO level, eV: 0.235
Relative energy (zero: lowest compared OMol25 entry of this formula, charge and spin), kcal per mole: 66.7
Charge: 0
2S+1: 1
DFT total energy, eV: -40935.131
E_HOMO, eV: -9.620



(3)
Computed, not measured: a cluster of 2 separate species, C3H6N3P in total at a distorted geometry, with ωB97M-V/def2-TZVPD.

Last column: Löwdin charge in e.
Element x y z (Å)
1 C -2.0608 -0.4955 0.6552  -0.19
2 H 2.0748 -1.4873 -0.6836  -0.11
3 H 2.2669 1.3228 -1.1565  -0.04
4 C -0.7473 0.9891 -0.2276  0.00
5 N -1.0493 0.0561 -1.1304  -0.06
6 H -2.6886 -1.0868 1.2939  0.10
7 H -1.3120 1.1997 1.8922  0.08
8 N -1.8740 -0.8601 -0.6057  0.01
9 P 2.8257 -0.5077 0.0040  0.64
10 H -0.7738 -0.0007 -2.0978  0.14
11 N 2.2953 0.9564 -0.2137  -0.35
12 H 2.3979 -0.7622 1.3074  -0.10
13 C -1.3549 0.6761 0.9626  -0.11

LUMO level (alpha / beta), eV: -1.029 / -1.220
Relative energy (zero: lowest compared OMol25 entry of this formula, charge and spin), kcal per mole: 124.3
Charge: 0
2S+1: 1
DFT total energy, eV: -16961.968
E_HOMO (alpha / beta), eV: -9.549 / -8.600



(4)
Computed, not measured: a structure of composition C4BrClF4O at a distorted geometry, with ωB97M-V/def2-TZVPD.

Last column: Löwdin charge in e.
Element x y z (Å)
1 C -0.2984 -0.4256 0.6862  -0.61
2 F 1.6241 0.6892 1.4761  0.17
3 C 0.6331 1.3329 -0.7225  0.00
4 Cl -0.4299 -1.7946 -1.6495  0.71
5 Br -2.7813 -0.1361 -0.9557  0.71
6 C 0.9878 0.3679 0.3615  -0.46
7 F -1.0413 0.2510 1.5228  0.14
8 F 1.8171 -0.6078 -0.1391  0.09
9 O 0.4715 2.4522 -1.0266  0.22
10 C -0.8905 -0.4688 -0.7664  -1.08
11 F -0.0921 -1.6602 1.2132  0.11

LUMO level (alpha / beta), eV: -1.724 / -1.289
Relative energy (zero: lowest compared OMol25 entry of this formula, charge and spin), kcal per mole: 25.6
Charge: 0
2S+1: 1
DFT total energy, eV: -99626.286
E_HOMO (alpha / beta), eV: -9.044 / -9.101



(5)
Computed, not measured: a structure of composition C7H5O3PS2 at a distorted geometry, with ωB97M-V/def2-TZVPD.

Last column: Löwdin charge in e.
Element x y z (Å)
1 P -4.6036 0.9356 0.1725  0.12
2 S -3.5970 -1.2499 -0.4270  0.70
3 O -4.7433 -0.1969 -1.1644  -0.67
4 C -0.3041 -1.0986 -1.1066  -0.18
5 C 0.4463 0.2822 1.1674  -0.13
6 H 0.6503 0.4766 -2.1958  0.08
7 C 0.4047 0.0777 -1.2172  -0.13
8 C -0.6834 -1.5874 0.1479  -0.84
9 C 0.7764 0.7855 -0.0831  -0.15
10 H 0.7317 0.8336 2.0572  0.08
11 H -0.5676 -1.2617 2.2563  0.08
12 C -3.3926 -0.2990 0.8963  -0.45
13 H -0.6191 -1.6376 -1.9903  0.08
14 C -0.2685 -0.8908 1.2854  -0.17
15 O -3.9814 2.1874 -0.3484  -0.41
16 O -5.9240 1.0039 0.8681  -0.42
17 H 1.2975 1.7318 -0.1787  0.07
18 S -1.7065 -2.9706 0.2641  0.33

LUMO level, eV: 5.640
Charge: -2
2S+1: 1
DFT total energy, eV: -44441.855
E_HOMO, eV: -0.417